The following is a DFT calculation (ωB97M-V with the def2-TZVPD basis set) of a cluster of 2 separate species, C4H12S in total at a distorted geometry.

Each line ends with the Löwdin charge.
Cartesian coordinates (Å):
C (-2.129, -1.044, 0.761)  -0.23
C (-1.722, -0.099, -0.337)  -0.60
S (-0.767, -1.034, -1.638)  0.69
H (-1.315, -1.537, 1.358)  0.07
H (-2.630, -1.975, 0.310)  0.09
H (-2.708, -0.641, 1.605)  0.07
H (-2.593, 0.353, -0.807)  0.06
H (-1.256, 0.778, 0.124)  0.06
H (0.077, -1.401, -0.661)  -0.15
C (1.546, 1.419, -0.457)  -0.18
C (2.178, 0.239, 0.284)  -0.18
H (2.263, 2.138, -0.859)  0.07
H (1.013, 1.981, 0.323)  0.06
H (0.849, 1.091, -1.202)  0.00
H (3.113, 0.508, 0.776)  0.06
H (1.471, -0.351, 0.890)  0.06
H (2.609, -0.427, -0.469)  0.06

Relative energy (zero: lowest compared OMol25 entry of this formula, charge and spin) (kcal per mole): 12.69
HOMO level (Eh): -0.336
Charge: 0
SMILES: CCS.CC
Multiplicity: 1



The following is a DFT calculation (ωB97M-V with the def2-TZVPD basis set) of a structure of composition C14H23N7O3 at a distorted geometry.

Each line ends with the Löwdin charge.
Cartesian coordinates (Å):
C (-0.243, -3.006, 3.246)  -0.05
C (0.121, -2.854, 1.667)  -0.20
H (1.205, -2.728, 1.468)  0.10
H (-0.381, -3.739, 1.109)  0.12
C (-0.655, -1.732, 0.992)  -0.43
N (-0.503, -1.321, -0.203)  -0.19
C (-0.979, -2.406, -1.000)  -0.09
H (-0.161, -3.061, -1.386)  0.13
C (-1.282, -1.719, -2.656)  -0.21
C (-2.258, -0.708, -2.519)  -0.18
H (-2.000, 0.375, -1.899)  0.13
H (-3.311, -0.950, -2.157)  0.09
H (-2.510, -0.492, -3.624)  0.09
H (-1.558, -2.497, -3.127)  0.01
H (-0.345, -1.364, -3.173)  0.12
H (-1.867, -2.744, -0.614)  0.09
C (0.937, -0.948, -0.466)  -0.01
C (1.094, 0.547, 0.038)  0.02
C (0.407, 1.740, 0.297)  -0.17
N (1.041, 2.756, 0.771)  0.16
N (2.246, 2.420, 0.377)  0.02
N (2.261, 1.246, 0.197)  -0.06
C (3.597, 0.713, -0.188)  -0.12
N (3.754, -0.530, -0.584)  0.21
O (5.139, -0.539, -1.122)  -0.07
N (5.883, 0.418, -0.458)  0.16
C (4.898, 1.059, -0.040)  -0.27
N (5.125, 2.608, 0.479)  0.21
H (5.932, 2.802, 0.608)  -0.08
H (4.308, 2.985, 0.730)  -0.02
C (-1.165, 1.796, 0.479)  -0.51
O (-1.790, 1.300, 1.390)  0.10
O (-1.717, 2.251, -0.530)  0.03
C (-3.187, 2.274, -0.526)  -0.13
C (-3.554, 3.634, 0.208)  -0.05
H (-2.986, 4.741, -0.244)  0.17
H (-3.175, 3.663, 1.070)  -0.04
H (-4.598, 3.870, 0.437)  0.07
H (-3.501, 2.461, -1.531)  0.12
H (-3.732, 1.676, 0.108)  0.09
H (1.756, -1.514, 0.085)  0.13
H (0.939, -0.726, -1.360)  0.02
H (-1.861, -1.656, 1.316)  0.20
H (-0.376, -0.853, 1.769)  0.15
H (0.014, -2.104, 3.643)  0.03
H (-1.206, -3.114, 3.345)  -0.01
H (0.246, -4.030, 3.576)  0.12

Relative energy (zero: lowest compared OMol25 entry of this formula, charge and spin) (kcal per mole): 350.16
HOMO level (Eh): -0.318
Charge: 0
Multiplicity: 1



The following is a DFT calculation (ωB97M-V with the def2-TZVPD basis set) of a cluster of 2 separate species, C6H15N2S in total at a distorted geometry.

Each line ends with the Löwdin charge.
Cartesian coordinates (Å):
C (0.891, -0.340, -0.514)  -0.36
C (-2.335, 1.446, 0.377)  -0.16
C (-0.798, 1.206, 2.252)  -0.10
C (1.333, -2.109, -2.024)  -0.02
C (-1.059, -1.737, -1.147)  -0.02
C (2.726, 0.576, 1.283)  -0.29
N (-1.501, 0.805, 1.076)  -0.10
N (0.375, -1.321, -1.077)  -0.18
S (2.655, -0.186, -0.462)  0.96
H (0.123, 0.180, -0.008)  0.07
H (-2.562, 2.555, 0.430)  0.09
H (-2.656, 1.059, -0.669)  0.08
H (-0.641, 2.393, 2.212)  0.15
H (-1.468, 1.137, 3.144)  0.10
H (0.157, 0.784, 2.350)  0.02
H (0.627, -2.431, -2.840)  0.11
H (1.756, -3.068, -1.641)  0.12
H (2.099, -1.422, -2.412)  0.05
H (-1.676, -1.476, -0.253)  0.09
H (-1.246, -2.867, -1.253)  0.13
H (-1.677, -1.384, -2.039)  0.12
H (2.170, -0.058, 1.963)  0.03
H (2.488, 1.599, 1.061)  0.04
H (3.740, 0.336, 1.717)  0.07

Relative energy (zero: lowest compared OMol25 entry of this formula, charge and spin) (kcal per mole): 45.58
HOMO level (spin up / spin down) (Eh): -0.331 / -0.509
Charge: +1
Expectation value of S²: 2.01
Multiplicity: 3



The following is a DFT calculation (ωB97M-V with the def2-TZVPD basis set) of a structure of composition C6H12O at a distorted geometry.

Each line ends with the Löwdin charge.
Cartesian coordinates (Å):
C (-0.851, 0.850, 0.467)  -0.33
C (0.962, -0.949, 0.513)  -0.28
C (-1.500, 0.931, -0.896)  -0.08
C (0.223, -1.912, -0.381)  -0.11
C (1.026, 0.430, 0.287)  -0.25
C (1.863, 1.441, 0.184)  0.02
O (-1.590, 0.115, 1.408)  -0.04
H (-2.218, -0.458, 0.946)  0.09
H (-0.732, 1.844, 0.900)  0.11
H (0.923, -1.215, 1.569)  0.11
H (2.370, -1.158, 0.262)  0.19
H (-1.694, -0.059, -1.320)  0.07
H (-2.471, 1.442, -0.836)  0.08
H (-0.878, 1.493, -1.597)  0.08
H (-0.802, -2.059, -0.031)  0.07
H (0.720, -2.885, -0.343)  0.07
H (0.214, -1.579, -1.419)  0.08
H (1.500, 2.460, 0.111)  0.06
H (2.934, 1.269, 0.177)  0.06

Relative energy (zero: lowest compared OMol25 entry of this formula, charge and spin) (kcal per mole): 88.44
HOMO level (Eh): -0.305
Charge: 0
Multiplicity: 1